Entry 1:
The following is a DFT calculation (ωB97M-V/def2-TZVPD) of a 2-piece molecular cluster, C9H17N2O5PS overall at a distorted geometry.

```
35
Properties=species:S:1:pos:R:3:mulliken_charge:R:1
C -0.58 1.58 2.59 -0.75
N -0.83 0.37 1.79 0.13
C -0.69 -0.86 2.36 0.26
O -0.32 -1.18 3.64 -0.46
N -1.00 -1.83 1.44 0.00
C -1.35 -1.13 0.25 -0.28
P -1.88 -2.08 -1.26 0.10
S -0.65 -1.92 -2.74 -0.28
C -1.23 0.32 0.42 0.42
C -1.50 1.45 -0.62 -0.68
C -0.46 2.63 -0.62 -0.51
C 0.80 2.41 -1.57 -0.50
C 2.15 2.20 -0.75 -0.52
O 2.43 3.29 0.15 -0.50
H -0.51 1.28 3.67 0.33
H 0.41 2.04 2.32 0.17
H -1.37 2.36 2.43 0.36
H -1.05 -0.90 4.24 0.37
H -1.00 -2.85 1.53 0.30
H -2.08 -3.46 -0.90 0.13
H -3.19 -1.60 -1.62 0.11
H -1.52 0.98 -1.65 0.39
H -2.56 1.82 -0.45 0.36
H -0.07 2.93 0.39 0.16
H -1.01 3.54 -1.02 0.38
H 0.64 1.61 -2.34 0.35
H 0.95 3.38 -2.13 0.27
H 2.99 2.21 -1.51 0.33
H 2.21 1.19 -0.26 0.26
H 1.96 3.18 0.99 0.31
C 2.38 -4.66 -1.50 0.68
O 2.30 -3.40 -1.40 -0.73
O 1.42 -5.16 -2.36 -0.52
O 3.15 -5.46 -0.97 -0.71
H 1.06 -4.28 -2.56 0.29
```

The HOMO energy comes out at -6.2 eV. The orbital gap comes out at 4.77 eV. For the lowest unoccupied orbital energy, the calculation gives -1.4 eV. Its total charge is 0.

=====

Entry 2:
The following is a DFT calculation (ωB97M-V/def2-TZVPD) of an isolated ion of composition C9H17N2S and charge +1 at a distorted geometry.

```
29
Properties=species:S:1:pos:R:3:mulliken_charge:R:1
C -0.76 -2.57 0.32 -1.25
C 0.50 -1.93 -0.25 -0.17
S 1.82 -1.61 0.99 -0.08
C 1.23 0.05 1.41 0.52
C 2.36 1.04 1.49 -1.46
C 0.24 0.12 2.53 -1.07
N 0.34 0.41 -0.07 0.10
C -0.10 1.58 -0.34 0.18
C -0.89 1.86 -1.56 -0.72
C -1.40 0.55 -2.17 -0.72
C -0.26 -0.47 -2.19 -0.64
N 0.26 -0.65 -0.85 0.02
H -1.37 -1.85 0.86 0.33
H -0.49 -3.38 1.00 0.39
H -1.36 -3.00 -0.48 0.38
H 0.96 -2.59 -0.99 0.55
H 2.88 1.14 0.54 0.41
H 3.07 0.68 2.23 0.44
H 2.01 2.02 1.82 0.37
H -0.23 1.10 2.58 0.32
H 0.78 -0.03 3.46 0.36
H -0.52 -0.65 2.46 0.32
H 0.12 2.38 0.36 0.36
H -1.72 2.52 -1.32 0.38
H -0.26 2.40 -2.27 0.30
H -2.22 0.16 -1.56 0.31
H -1.77 0.71 -3.18 0.35
H -0.61 -1.44 -2.55 0.42
H 0.55 -0.13 -2.85 0.30
```

For the relative energy (zero: lowest compared OMol25 entry of this formula, charge and spin), the calculation gives 0.000 eV. The HOMO energy comes out at -12.8 eV. The SMILES is C[C@@H]1SC(C)(C)[N+]2=CCCCN12. The orbital gap comes out at 9.85 eV. For the lowest unoccupied orbital energy, the calculation gives -3.0 eV. Its total charge is +1.

=====

Entry 3:
The following is a DFT calculation (ωB97M-V/def2-TZVPD) of a 2-piece molecular cluster, C9H17N3O overall at a distorted geometry.

```
30
Properties=species:S:1:pos:R:3:mulliken_charge:R:1
C -1.97 -0.16 -2.64 -0.96
C -2.20 0.48 -1.25 -0.68
N -1.29 1.60 -1.03 0.18
C -2.04 2.84 -1.34 -1.05
C 0.11 1.57 -1.24 0.61
C 0.85 0.33 -1.24 -0.60
O 0.61 2.67 -1.06 -0.67
H -0.94 -0.54 -2.84 0.24
H -1.85 0.75 -3.27 0.28
H -2.66 -0.93 -2.98 0.39
H -3.27 0.72 -1.37 0.35
H -2.39 -0.21 -0.41 0.28
H -3.06 2.69 -1.64 0.45
H -2.14 3.40 -0.44 0.35
H -1.57 3.55 -2.10 0.28
H 1.83 0.63 -1.65 0.33
H 1.14 0.21 -0.18 -0.05
H 0.46 -0.62 -1.50 0.32
C 0.13 -0.45 2.76 -1.10
C 1.29 -1.35 2.33 0.51
C 1.80 -2.51 2.86 -0.53
N 3.01 -2.74 2.21 -0.08
C 3.17 -1.73 1.33 -0.34
N 2.20 -0.84 1.40 -0.43
H -0.78 -0.98 2.51 0.26
H 0.20 0.52 2.25 0.26
H 0.29 -0.40 3.83 0.36
H 1.55 -3.23 3.61 0.41
H 3.44 -3.64 2.34 0.21
H 4.09 -1.62 0.77 0.42
```

For the relative energy (zero: lowest compared OMol25 entry of this formula, charge and spin), the calculation gives 1.622 eV. The HOMO energy comes out at -8.8 eV. The SMILES is CCN(C)C(C)=O.Cc1c[nH]cn1. The orbital gap comes out at 9.58 eV. For the lowest unoccupied orbital energy, the calculation gives 0.8 eV. Its total charge is 0.

=====

Entry 4:
The following is a DFT calculation (ωB97M-V/def2-TZVPD) of a 2-piece molecular cluster, C9H17N3O overall at a distorted geometry.

```
30
Properties=species:S:1:pos:R:3:mulliken_charge:R:1
C 1.40 -0.52 0.05 -0.48
C 1.85 0.70 -0.68 -0.83
N 2.42 1.75 0.25 0.03
C 3.68 1.33 0.80 -0.86
C 1.38 2.56 0.84 0.70
C -0.01 2.65 0.11 -1.00
O 1.56 3.06 1.91 -0.59
H 1.58 -1.58 -0.19 0.41
H 0.21 -0.59 0.07 -0.16
H 1.73 -0.57 1.06 0.34
H 2.69 0.40 -1.34 0.33
H 1.11 1.04 -1.41 0.37
H 3.45 0.52 1.62 0.26
H 4.64 1.09 0.18 0.27
H 4.10 2.02 1.55 0.34
H -0.55 1.80 0.58 0.19
H -0.43 3.62 0.48 0.34
H -0.05 2.53 -0.95 0.34
C -1.69 -3.36 0.14 -0.86
C -2.64 -2.41 -0.49 0.60
C -3.31 -1.49 0.25 -0.43
N -3.59 -0.43 -0.61 -0.10
C -2.91 -0.74 -1.80 -0.25
N -2.44 -1.97 -1.77 -0.57
H -0.77 -2.76 0.33 -0.04
H -1.27 -4.08 -0.59 0.33
H -2.01 -3.83 1.09 0.34
H -3.41 -1.18 1.32 0.30
H -3.87 0.45 -0.23 0.26
H -2.86 0.00 -2.56 0.43
```

For the relative energy (zero: lowest compared OMol25 entry of this formula, charge and spin), the calculation gives 2.153 eV. The HOMO energy comes out at -8.6 eV. The SMILES is CCN(C)C(C)=O.Cc1c[nH]cn1. The orbital gap comes out at 9.18 eV. For the lowest unoccupied orbital energy, the calculation gives 0.6 eV. Its total charge is 0.

=====

What did the second record say?
The following is a DFT calculation (ωB97M-V/def2-TZVPD) of an isolated ion of composition C9H17N2S and charge +1 at a distorted geometry.

```
29
Properties=species:S:1:pos:R:3:mulliken_charge:R:1
C -0.76 -2.57 0.32 -1.25
C 0.50 -1.93 -0.25 -0.17
S 1.82 -1.61 0.99 -0.08
C 1.23 0.05 1.41 0.52
C 2.36 1.04 1.49 -1.46
C 0.24 0.12 2.53 -1.07
N 0.34 0.41 -0.07 0.10
C -0.10 1.58 -0.34 0.18
C -0.89 1.86 -1.56 -0.72
C -1.40 0.55 -2.17 -0.72
C -0.26 -0.47 -2.19 -0.64
N 0.26 -0.65 -0.85 0.02
H -1.37 -1.85 0.86 0.33
H -0.49 -3.38 1.00 0.39
H -1.36 -3.00 -0.48 0.38
H 0.96 -2.59 -0.99 0.55
H 2.88 1.14 0.54 0.41
H 3.07 0.68 2.23 0.44
H 2.01 2.02 1.82 0.37
H -0.23 1.10 2.58 0.32
H 0.78 -0.03 3.46 0.36
H -0.52 -0.65 2.46 0.32
H 0.12 2.38 0.36 0.36
H -1.72 2.52 -1.32 0.38
H -0.26 2.40 -2.27 0.30
H -2.22 0.16 -1.56 0.31
H -1.77 0.71 -3.18 0.35
H -0.61 -1.44 -2.55 0.42
H 0.55 -0.13 -2.85 0.30
```

For the relative energy (zero: lowest compared OMol25 entry of this formula, charge and spin), the calculation gives 0.000 eV. The HOMO energy comes out at -12.8 eV. The SMILES is C[C@@H]1SC(C)(C)[N+]2=CCCCN12. The orbital gap comes out at 9.85 eV. For the lowest unoccupied orbital energy, the calculation gives -3.0 eV. Its total charge is +1.